No. 1
{"formula": "C29H29O24Pd4", "method": "wB97M-V/def2-TZVPD", "total_charge": 3, "largest_force_ha_per_bohr": 0.057, "s_squared": 20.08, "e_homo_ev": [-15.8, -15.8], "e_tot_ev": -93560.506, "homo_lumo_gap_ev": [5.394, 3.558], "multiplicity": 9, "species": ["Pd", "Pd", "Pd", "Pd", "C", "C", "O", "H", "H", "H", "H", "H", "C", "C", "C", "O", "C", "C", "C", "O", "O", "O", "H", "H", "C", "C", "C", "O", "C", "C", "C", "O", "O", "O", "H", "H", "C", "C", "O", "C", "O", "O", "H", "H", "H", "H", "C", "C", "O", "C", "O", "O", "H", "H", "H", "H", "C", "C", "O", "C", "O", "O", "H", "H", "H", "H", "C", "C", "O", "C", "O", "O", "H", "H", "H", "H", "C", "C", "O", "C", "O", "O", "H", "H", "H", "H"], "coordinates": [[-1.541, -4.110, 2.843], [2.130, -4.730, 2.061], [1.024, 1.988, -2.188], [1.264, -1.880, 4.547], [-3.244, -1.814, 4.304], [-1.843, -1.812, 4.903], [-0.850, -2.542, 4.353], [-3.732, -2.799, 4.359], [-3.025, -1.773, 3.224], [-4.030, -1.143, 4.632], [-1.996, -2.219, 5.942], [-1.546, -0.775, 5.128], [3.131, -3.457, -1.917], [3.846, -2.224, -2.257], [4.566, -1.430, -1.140], [5.134, -0.395, -1.352], [4.611, -1.996, 0.198], [3.923, -3.193, 0.492], [3.225, -3.941, -0.598], [2.521, -4.885, -0.204], [3.905, -3.587, 1.669], [3.748, -1.689, -3.328], [2.557, -3.922, -2.709], [5.196, -1.467, 0.933], [-1.272, -0.822, 0.055], [-0.769, -1.835, 0.837], [0.598, -1.723, 1.472], [0.926, -2.518, 2.423], [1.522, -0.793, 0.988], [1.094, 0.117, 0.008], [-0.355, 0.117, -0.476], [-0.690, 1.008, -1.284], [1.851, 0.935, -0.578], [-1.446, -2.895, 1.005], [-2.266, -0.781, -0.365], [2.504, -0.673, 1.419], [-3.586, -0.121, -3.622], [-4.756, -1.114, -3.785], [-5.315, -0.613, -5.005], [-5.030, 0.712, -5.158], [-5.372, 1.390, -6.038], [-4.007, 1.018, -4.291], [-2.657, -0.567, -3.997], [-3.430, 0.008, -2.542], [-5.440, -1.159, -2.938], [-4.438, -2.113, -4.087], [-0.197, 4.583, 2.845], [0.495, 5.815, 2.205], [0.738, 5.372, 0.859], [0.498, 4.084, 0.759], [0.650, 3.448, -0.247], [0.049, 3.543, 1.891], [-1.248, 4.732, 3.086], [0.282, 4.393, 3.807], [1.394, 6.090, 2.742], [-0.280, 6.577, 2.201], [-2.991, 2.465, 0.558], [-3.182, 3.963, 0.889], [-4.416, 4.290, 0.283], [-4.656, 3.401, -0.741], [-5.550, 3.479, -1.528], [-3.708, 2.419, -0.687], [-3.281, 1.754, 1.332], [-1.944, 2.283, 0.321], [-2.305, 4.528, 0.565], [-3.402, 4.015, 1.961], [4.658, 1.216, 2.320], [3.732, 2.200, 1.543], [4.261, 3.443, 1.907], [5.546, 3.323, 2.324], [6.350, 4.159, 2.331], [5.713, 2.053, 2.809], [5.139, 0.546, 1.617], [4.186, 0.808, 3.211], [2.736, 2.090, 1.980], [3.695, 1.919, 0.493], [-0.504, -3.263, -3.340], [-0.261, -4.375, -4.391], [0.692, -3.819, -5.265], [1.064, -2.586, -4.870], [1.879, -1.932, -5.429], [0.326, -2.188, -3.778], [-0.161, -3.647, -2.380], [-1.566, -3.037, -3.317], [-1.171, -4.658, -4.915], [0.106, -5.270, -3.887]], "atomic_forces_ev_per_a": [[0.15, 0.40, -0.51], [0.06, -0.21, -0.20], [-0.96, 0.33, 1.61], [-0.29, -0.29, -0.46], [0.49, -2.14, -1.90], [-1.53, 1.25, 1.58], [-0.36, -0.14, -0.08], [0.26, -0.07, 0.42], [-0.61, 0.73, -0.02], [0.63, 0.63, 0.23], [0.45, -0.09, 0.12], [0.46, -0.10, 0.02], [1.09, 0.57, -0.55], [-0.43, 0.89, 0.20], [0.39, -0.76, 0.32], [-0.02, 0.68, -0.42], [0.10, 0.02, -0.48], [1.49, 0.79, 0.42], [-1.71, -0.65, 0.53], [-0.20, -0.45, -0.03], [-0.66, -0.22, 0.12], [0.03, -0.24, -0.43], [-0.01, -0.27, 0.22], [0.02, -0.12, 0.26], [1.19, 1.78, -1.30], [-1.26, -1.53, 0.07], [1.76, 0.27, 0.45], [-0.46, -0.05, -0.10], [-0.81, 0.46, -0.13], [0.09, -0.22, -0.78], [-0.83, -0.99, 1.47], [0.74, 0.58, -1.27], [0.25, -0.39, -0.08], [0.55, 0.12, 1.08], [-0.17, -0.41, 0.19], [0.07, -0.16, 0.07], [-0.21, -1.73, 1.49], [0.79, 0.05, -1.54], [-1.25, 0.37, 0.58], [1.78, -1.89, 0.08], [-0.98, 1.09, -0.60], [0.13, 0.81, 0.38], [-0.05, 0.41, -0.51], [-0.02, 0.75, -0.20], [-0.26, 0.27, -0.24], [0.10, -0.10, 0.57], [1.00, 0.88, 0.96], [-1.74, -0.58, 0.60], [0.22, 0.03, 0.03], [-0.01, 0.76, 0.54], [0.24, -0.98, -1.44], [-0.31, -0.38, 0.15], [-0.15, -0.22, -0.67], [0.11, -0.58, -0.23], [0.23, 0.19, -0.43], [0.62, 0.61, -0.30], [0.68, 1.43, -1.20], [-0.68, -1.48, 1.72], [0.32, -0.16, -1.01], [-1.03, 0.63, -0.29], [1.40, -0.27, 1.05], [-0.14, -1.12, 0.22], [-0.73, 0.03, -0.26], [-0.03, -0.11, 0.01], [-0.46, 0.43, -0.13], [0.62, 0.62, -0.08], [0.68, 1.28, -0.02], [-0.09, -1.42, 1.72], [-0.73, 0.78, -1.30], [-0.47, -1.43, 0.62], [0.88, 1.18, 0.07], [-0.06, -0.11, -0.50], [-0.20, -0.68, 0.25], [-0.05, -0.60, -0.25], [-0.18, 0.36, -0.33], [0.28, 0.79, -0.20], [0.12, -1.05, -0.58], [-0.57, -0.12, 0.71], [0.33, -0.03, 0.14], [-0.08, 0.03, -1.04], [-0.42, 0.08, 0.65], [0.01, 0.01, 0.29], [-0.09, 0.41, 0.30], [0.11, 0.62, 0.17], [0.09, 0.17, -0.28], [0.30, -0.05, -0.33]], "lowdin_charge": [0.841, 0.835, 1.314, 0.856, -0.039, -0.332, -0.189, 0.092, 0.071, 0.109, 0.200, 0.144, 0.219, -0.261, -0.289, 0.213, 0.178, -0.298, -0.279, 0.064, 0.027, 0.221, 0.155, 0.139, 0.074, -0.322, -0.298, -0.217, 0.054, -0.259, -0.287, -0.004, -0.060, -0.069, 0.141, 0.118, -0.176, -0.104, 0.058, -0.536, 0.233, 0.060, 0.117, 0.103, 0.130, 0.124, -0.085, -0.039, 0.125, -0.595, 0.078, 0.058, 0.124, 0.134, 0.144, 0.145, -0.118, -0.125, 0.075, -0.509, 0.205, 0.036, 0.127, 0.082, 0.127, 0.134, -0.110, -0.147, 0.068, -0.554, 0.251, 0.063, 0.102, 0.123, 0.114, 0.107, -0.124, -0.108, 0.090, -0.565, 0.184, 0.016, 0.107, 0.120, 0.139, 0.130]}



No. 2
{"formula": "C28H32BrF6N4O6ReS2", "method": "wB97M-V/def2-TZVPD", "total_charge": 1, "largest_force_ha_per_bohr": 0.011, "relative_energy_kcal_mol": 0.0, "s_squared": 0.76, "e_homo_ev": [-10.8, -10.8], "e_tot_ev": -157941.868, "homo_lumo_gap_ev": [5.668, 5.594], "multiplicity": 2, "species": ["Re", "C", "C", "C", "C", "C", "C", "N", "N", "C", "C", "C", "C", "C", "N", "H", "H", "H", "H", "H", "H", "H", "H", "H", "C", "C", "C", "C", "C", "C", "C", "Br", "C", "O", "C", "C", "C", "C", "C", "C", "H", "H", "H", "H", "H", "H", "H", "H", "H", "H", "H", "H", "H", "H", "H", "H", "H", "H", "H", "H", "F", "C", "F", "F", "S", "O", "O", "N", "S", "O", "O", "C", "F", "F", "F", "C", "O", "H", "H", "H"], "coordinates": [[-0.139, 1.891, 0.274], [1.703, 0.190, 5.349], [2.588, 1.179, 4.930], [2.579, 1.607, 3.617], [1.661, 1.041, 2.736], [0.775, 0.049, 3.141], [0.805, -0.378, 4.458], [1.620, 1.470, 1.378], [2.725, 1.825, 0.885], [2.630, 2.355, -0.394], [3.790, 2.687, -1.077], [3.675, 3.197, -2.354], [2.408, 3.347, -2.908], [1.296, 2.993, -2.176], [1.395, 2.519, -0.921], [1.715, -0.135, 6.381], [3.278, 1.623, 5.634], [3.246, 2.386, 3.277], [0.094, -0.403, 2.435], [0.118, -1.147, 4.784], [4.742, 2.528, -0.592], [4.557, 3.465, -2.919], [2.279, 3.723, -3.913], [0.298, 3.058, -2.583], [-1.988, -5.751, -1.708], [-2.269, -4.617, -2.703], [-3.775, -4.551, -2.954], [-1.565, -4.916, -4.034], [-1.728, -3.310, -2.132], [-2.527, -2.207, -1.897], [-1.984, -1.048, -1.365], [-3.154, 0.423, -1.180], [-0.631, -0.955, -1.044], [-0.121, 0.196, -0.510], [0.220, -2.055, -1.309], [-0.368, -3.193, -1.840], [1.732, -2.024, -1.049], [2.006, -1.838, 0.448], [2.374, -0.903, -1.879], [2.423, -3.326, -1.464], [-2.387, -6.691, -2.093], [-2.459, -5.551, -0.744], [-0.919, -5.888, -1.541], [-4.117, -5.507, -3.352], [-4.033, -3.780, -3.682], [-4.331, -4.359, -2.034], [-1.956, -5.840, -4.463], [-0.489, -5.041, -3.905], [-1.730, -4.111, -4.753], [-3.582, -2.216, -2.127], [0.260, -4.046, -2.040], [1.562, -0.927, 0.831], [3.082, -1.799, 0.635], [1.594, -2.674, 1.016], [1.927, 0.063, -1.667], [2.246, -1.103, -2.945], [3.446, -0.850, -1.672], [2.057, -4.184, -0.897], [3.491, -3.232, -1.261], [2.307, -3.534, -2.528], [-4.750, 1.261, 2.158], [-3.964, 2.307, 2.332], [-3.887, 3.004, 1.207], [-4.430, 3.074, 3.303], [-2.278, 1.690, 2.813], [-1.739, 1.198, 1.526], [-2.472, 0.719, 3.825], [-1.471, 2.925, 3.350], [-0.900, 4.073, 2.468], [0.184, 3.571, 1.560], [-1.817, 4.973, 1.859], [0.084, 5.002, 3.724], [-0.726, 5.453, 4.659], [0.666, 6.013, 3.096], [1.007, 4.214, 4.255], [-1.594, 4.218, -1.182], [-1.394, 2.999, -0.493], [-2.417, 4.744, -0.703], [-1.854, 3.996, -2.219], [-0.699, 4.842, -1.137]], "atomic_forces_ev_per_a": [[-0.39, -0.21, -0.31], [0.02, 0.00, 0.02], [0.01, 0.01, 0.00], [-0.04, -0.04, 0.04], [0.09, 0.04, -0.04], [-0.04, 0.08, 0.09], [-0.02, 0.02, -0.05], [0.37, 0.00, 0.07], [-0.18, -0.11, 0.10], [-0.04, 0.02, 0.05], [-0.03, -0.01, 0.03], [0.00, 0.00, -0.01], [0.00, 0.01, -0.03], [-0.01, -0.05, 0.05], [0.11, -0.03, -0.18], [-0.01, 0.00, 0.00], [0.00, 0.00, 0.00], [0.00, 0.01, -0.02], [-0.07, 0.03, -0.03], [0.00, 0.00, 0.01], [0.00, 0.00, 0.00], [0.00, 0.00, 0.00], [0.00, 0.00, 0.00], [0.00, 0.02, 0.00], [0.00, -0.02, 0.00], [0.00, 0.01, 0.00], [-0.01, 0.00, 0.00], [0.01, -0.01, -0.01], [0.01, -0.01, 0.00], [0.02, 0.01, 0.01], [0.01, -0.05, -0.05], [0.01, -0.02, -0.05], [-0.12, -0.05, 0.24], [0.45, -0.04, -0.27], [-0.05, 0.03, 0.02], [-0.04, 0.04, 0.03], [0.00, 0.01, -0.01], [0.01, -0.01, -0.04], [0.04, -0.03, 0.00], [-0.01, -0.02, -0.01], [0.00, 0.00, 0.00], [-0.01, 0.00, -0.01], [0.00, 0.00, 0.00], [0.00, 0.00, 0.00], [0.01, 0.00, 0.00], [0.00, 0.00, 0.00], [0.00, 0.00, 0.01], [0.00, 0.01, 0.00], [-0.01, 0.00, 0.00], [0.00, -0.01, 0.00], [0.02, -0.01, -0.01], [-0.01, 0.03, -0.03], [-0.01, 0.01, -0.01], [0.00, 0.00, 0.00], [-0.03, 0.10, 0.02], [0.00, -0.01, 0.01], [-0.01, 0.01, 0.01], [0.00, 0.00, 0.01], [-0.01, 0.00, 0.00], [-0.01, 0.00, 0.00], [-0.01, -0.01, -0.02], [0.05, 0.00, 0.06], [0.00, 0.01, 0.00], [-0.01, -0.02, -0.01], [0.02, -0.06, -0.01], [0.01, -0.01, 0.12], [0.02, -0.01, 0.00], [-0.14, 0.07, -0.09], [0.17, -0.08, 0.03], [-0.07, 0.04, 0.09], [-0.02, 0.05, 0.03], [-0.03, -0.01, -0.02], [0.01, -0.01, 0.01], [0.03, 0.00, 0.01], [-0.03, 0.03, 0.00], [0.06, 0.00, 0.01], [-0.11, 0.19, 0.17], [0.01, 0.02, -0.03], [0.00, 0.03, 0.00], [-0.01, 0.01, -0.02]], "lowdin_charge": [1.654, -0.038, -0.049, -0.015, -0.253, -0.039, -0.039, -0.093, 0.164, -0.292, 0.035, -0.011, -0.005, -0.066, -0.039, 0.117, 0.117, 0.118, 0.106, 0.122, 0.132, 0.126, 0.125, 0.119, -0.038, -0.556, -0.062, -0.038, -0.151, -0.069, -0.552, 0.895, -0.280, -0.297, -0.072, 0.030, -0.520, -0.030, -0.029, -0.061, 0.090, 0.094, 0.079, 0.090, 0.090, 0.091, 0.090, 0.079, 0.093, 0.095, 0.095, 0.027, 0.098, 0.103, 0.048, 0.099, 0.092, 0.092, 0.093, 0.092, 0.171, -0.684, 0.145, 0.176, 0.659, -0.465, -0.207, -0.256, 0.686, -0.425, -0.215, -0.688, 0.186, 0.171, 0.164, -0.120, -0.462, 0.088, 0.095, 0.092]}



No. 3
{"formula": "C2H3IN2O2", "method": "wB97M-V/def2-TZVPD", "largest_force_ha_per_bohr": 0.074, "relative_energy_kcal_mol": 157.9, "e_homo_ev": -8.2, "e_tot_ev": -17291.649, "homo_lumo_gap_ev": 8.559, "species": ["C", "C", "N", "N", "O", "O", "I", "H", "H", "H"], "coordinates": [[0.360, -1.487, 0.251], [0.961, -0.144, 0.394], [-1.626, 2.136, 0.147], [-1.495, 1.334, -0.586], [-1.656, 3.126, 0.702], [0.330, -0.649, -0.919], [3.103, -0.426, 0.058], [1.017, -2.391, 0.090], [-0.534, -1.592, 0.711], [-0.462, 0.094, -0.849]], "atomic_forces_ev_per_a": [[3.35, -0.52, -0.45], [1.63, 0.09, 1.25], [0.68, 0.91, -0.87], [-0.19, -3.36, -1.76], [-0.60, 2.62, 2.66], [-2.65, 2.00, -1.65], [0.01, 0.28, 0.10], [-1.11, 1.05, 0.04], [-2.86, -0.74, 1.20], [1.74, -2.33, -0.51]], "lowdin_charge": [-0.301, -0.616, -0.245, 0.259, 0.180, -0.189, 0.645, 0.104, 0.064, 0.099]}